1.
A cluster of 3 separate species, C6H10O3 in total. Source: OMol25; level of theory: wB97M-V/def2-TZVPD.

```
19
C6H10O3 | OMol25 | wB97M-V/def2-TZVPD
C -0.61264 -1.58974 0.07321
C 0.77800 -1.11874 0.45613
C -0.42336 -0.75962 1.26113
C -1.01537 0.65037 0.94322
C -0.91176 -0.61037 -1.05778
C 0.48588 -0.35736 -1.69254
H 1.61088 1.57733 0.38291
H -0.93826 -2.61367 0.11017
H 1.58997 -1.71203 0.82310
H -0.49018 -1.20585 2.22732
H 2.66909 2.81538 1.11532
H -1.94769 0.87994 1.48351
H -0.22061 1.45494 1.07594
H -1.59297 -1.01777 -1.84214
H 0.51452 0.63990 -2.10788
H 0.91166 -1.19140 -2.37345
O 1.13748 2.48902 0.77439
O -1.42177 0.60428 -0.41547
O 1.29542 -0.20756 -0.45830
```

Properties
* gap between HOMO and LUMO: 8.7 eV
* E_tot: -12520.703 eV
* relative energy (zero: lowest compared OMol25 entry of this formula, charge and spin): 6.070 eV

Here are the Löwdin charges for atoms 1 to 2, given in e: -0.11, -0.24

2.
A structure of composition C6H10O3. Source: OMol25; level of theory: wB97M-V/def2-TZVPD.

```
19
C6H10O3 | OMol25 | wB97M-V/def2-TZVPD
C -0.59491 1.88975 -0.11716
C -0.07439 0.77118 0.76722
C 0.15093 -0.60570 0.02557
C -2.23116 -1.32841 0.11957
C 1.39422 -1.00052 -0.56929
C 2.56751 -0.58624 -0.07653
H -1.69067 1.58327 -0.34922
H -0.21482 2.19278 -1.09463
H -0.60632 2.77564 0.47676
H -0.99884 0.65688 1.34629
H 0.90977 0.81002 1.43228
H -3.16908 -0.54836 -0.56400
H -2.10261 -1.35397 1.38018
H -2.47553 -2.48937 -0.43117
H 1.54901 -1.95158 -1.03376
H 2.11744 1.06446 -1.02036
O -0.83832 -1.29388 -0.47947
O 2.96260 0.66326 -0.55467
O 3.34517 -1.24921 0.74238
```

Properties
* gap between HOMO and LUMO: 8.9 eV
* E_tot: -12521.087 eV
* relative energy (zero: lowest compared OMol25 entry of this formula, charge and spin): 5.686 eV

Here are the Löwdin charges for atoms 1 to 2, given in e: -0.10, -0.17

Q: Number 2 is which compound?
A: C6H10O3